Molecular formula: C6H11N
Method: DFT, ωB97M-V/def2-TZVPD

Geometry as XYZ:
```
18
Properties=species:S:1:pos:R:3
C -1.09 1.41 0.82
C -0.69 0.20 -0.02
C -0.40 0.60 -1.46
C 0.51 -0.55 0.63
C 0.71 -1.97 0.11
C 1.74 0.24 0.43
N 2.69 0.86 0.22
H -1.37 1.12 1.84
H -1.94 1.93 0.37
H -0.26 2.13 0.89
H -1.53 -0.52 -0.01
H 0.49 1.25 -1.51
H -1.25 1.17 -1.87
H -0.22 -0.26 -2.11
H 0.33 -0.60 1.71
H 1.59 -2.44 0.57
H -0.16 -2.59 0.34
H 0.86 -1.98 -0.98
```

The HOMO energy is -11.4 eV. Its energy above the lowest of the compared OMol25 structures with the same formula, charge and spin is 0.0100 eV. The SMILES is CC(C)[C@@H](C)C#N. The calculation puts the total energy at -7890.5214 eV.

=====

Molecular formula: C11H17NO2
Method: DFT, ωB97M-V/def2-TZVPD

Geometry as XYZ:
```
31
Properties=species:S:1:pos:R:3
C 0.72 1.90 -2.54
C -0.08 0.76 -3.29
C -1.16 0.34 -2.32
C -2.44 0.94 -2.46
C -3.46 0.44 -1.68
C -3.24 -0.81 -1.01
O -4.35 -1.54 -0.47
C -2.04 -1.41 -0.92
C -0.97 -0.71 -1.44
H 0.13 2.49 -2.03
H 1.59 2.39 -3.16
H 1.52 1.52 -2.08
H -0.39 1.09 -4.30
H 0.56 -0.18 -3.60
H -2.58 1.74 -3.16
H -4.45 0.83 -1.48
H -5.30 -1.36 -1.03
H -1.99 -2.46 -0.86
H -0.14 -1.20 -1.12
C 2.07 -1.82 3.90
C 1.77 -0.35 3.80
C 2.85 0.38 3.08
N 2.83 1.13 1.87
O 3.98 0.07 3.34
H 2.11 -2.21 2.99
H 1.28 -2.15 4.54
H 3.01 -2.16 4.52
H 0.72 -0.42 3.34
H 1.86 0.27 4.76
H 3.67 1.20 1.37
H 1.91 1.29 1.41
```

The HOMO energy is -8.5 eV. Its energy above the lowest of the compared OMol25 structures with the same formula, charge and spin is 4.3895 eV. The SMILES is CCc1ccc(O)cc1.CCC(N)=O. The calculation puts the total energy at -17263.9025 eV.

=====

Molecular formula: C3H5FS
Method: DFT, ωB97M-V/def2-TZVPD

Geometry as XYZ:
```
10
Properties=species:S:1:pos:R:3
C 2.40 0.12 0.12
S 0.63 -0.49 -0.09
C -0.28 0.88 -0.01
C -1.62 0.62 0.03
F -2.11 -0.65 0.09
H 2.48 0.93 -0.64
H 2.74 0.54 1.17
H 2.96 -0.83 -0.30
H 0.22 1.88 -0.22
H -2.50 1.36 -0.17
```

The HOMO energy is -8.1 eV. Its energy above the lowest of the compared OMol25 structures with the same formula, charge and spin is 1.3697 eV. The SMILES is CS/C=C\F. The calculation puts the total energy at -16742.8036 eV.

=====

Molecular formula: C2H6O2
Method: DFT, ωB97M-V/def2-TZVPD

Geometry as XYZ:
```
10
Properties=species:S:1:pos:R:3
C -1.14 -0.52 -0.01
C 0.02 -0.78 0.84
O -0.54 0.53 0.75
H -2.13 -0.82 0.33
H -1.00 -0.44 -1.08
H -0.12 -1.26 1.81
H 1.01 -0.88 0.39
O 1.43 1.05 -1.14
H 0.76 1.20 -0.45
H 1.69 1.93 -1.43
```

The HOMO energy is -10.8 eV. Its energy above the lowest of the compared OMol25 structures with the same formula, charge and spin is 1.3910 eV. The SMILES is C1CO1.O. The calculation puts the total energy at -6264.8638 eV.

=====

Molecular formula: C40H35NO27
Method: DFT, ωB97M-V/def2-TZVPD

Geometry as XYZ:
```
103
Properties=species:S:1:pos:R:3
O 0.93 5.98 -4.67
C 0.11 5.24 -4.17
C 0.48 4.19 -3.21
C -0.44 3.38 -2.69
O -0.11 2.40 -1.80
C -1.88 3.51 -3.06
O -2.70 2.75 -2.58
C -2.26 4.58 -4.00
C -1.33 5.39 -4.51
O -1.67 6.38 -5.38
H 1.53 4.10 -2.95
H -0.95 1.96 -1.58
H -3.31 4.67 -4.24
H -0.82 6.82 -5.61
O -3.14 -1.52 2.95
C -2.29 -1.41 3.82
C -1.42 -0.23 3.92
C -0.50 -0.15 4.88
O 0.32 0.94 4.98
C -0.31 -1.25 5.87
O 0.56 -1.15 6.72
C -1.19 -2.41 5.78
C -2.12 -2.49 4.83
O -2.96 -3.57 4.73
H -1.57 0.56 3.19
H 0.90 0.75 5.75
H -1.06 -3.20 6.51
H -3.53 -3.39 3.97
O -2.89 6.80 -2.18
C -3.93 7.31 -1.79
C -4.73 6.74 -0.70
C -5.87 7.32 -0.32
O -6.62 6.80 0.70
C -6.37 8.56 -0.98
O -7.43 9.05 -0.62
C -5.57 9.14 -2.06
C -4.42 8.56 -2.44
O -3.66 9.10 -3.43
H -4.35 5.84 -0.23
H -7.39 7.40 0.78
H -5.94 10.05 -2.52
H -2.89 8.50 -3.52
O 5.43 -6.30 4.14
C 4.40 -5.80 4.55
C 3.63 -6.38 5.66
C 2.49 -5.81 6.07
O 1.77 -6.34 7.10
C 1.96 -4.58 5.42
O 0.91 -4.10 5.81
C 2.74 -3.99 4.33
C 3.88 -4.56 3.92
O 4.61 -4.02 2.90
H 4.03 -7.28 6.12
H 1.00 -5.75 7.21
H 2.35 -3.09 3.88
H 5.38 -4.61 2.80
O 3.53 -6.06 -3.58
C 2.77 -5.12 -3.40
C 1.70 -5.16 -2.40
C 0.88 -4.12 -2.24
O -0.11 -4.14 -1.31
C 1.01 -2.89 -3.08
O 0.23 -1.96 -2.93
C 2.10 -2.84 -4.07
C 2.92 -3.88 -4.22
O 3.93 -3.85 -5.13
H 1.62 -6.05 -1.80
H -0.57 -3.27 -1.39
H 2.19 -1.94 -4.66
H 4.38 -4.72 -5.05
O 5.62 -0.54 0.53
C 6.47 -0.42 1.39
C 7.35 0.75 1.48
C 8.28 0.84 2.43
O 9.10 1.93 2.52
C 8.47 -0.25 3.43
O 9.34 -0.14 4.28
C 7.58 -1.41 3.36
C 6.64 -1.50 2.41
O 5.80 -2.57 2.34
H 7.20 1.53 0.74
H 9.68 1.75 3.29
H 7.71 -2.18 4.11
H 5.22 -2.40 1.57
C -4.73 1.15 -4.82
O -3.89 0.07 -5.29
C -2.96 -0.38 -4.28
C -3.81 -1.33 -3.25
N -3.03 -2.49 -2.73
C -3.93 -3.24 -1.81
O -4.40 -2.48 -0.66
O -3.37 -2.14 0.15
H -5.18 0.99 -3.77
H -4.20 2.18 -4.78
H -5.63 1.20 -5.54
H -2.50 0.53 -3.74
H -2.06 -0.97 -4.72
H -4.76 -1.64 -3.83
H -4.19 -0.61 -2.42
H -2.14 -2.21 -2.29
H -4.86 -3.53 -2.42
H -3.39 -4.17 -1.40
H -3.77 -1.68 0.95
```

The HOMO energy is -9.0 eV. The SMILES is O=C1C=C(O)C(=O)C=C1O.O=C1C=C(O)C(=O)C=C1O.O=C1C=C(O)C(=O)C=C1O.O=C1C=C(O)C(=O)C=C1O.O=C1C=C(O)C(=O)C=C1O.O=C1C=C(O)C(=O)C=C1O.COCCNCOO. The calculation puts the total energy at -98810.6510 eV.

=====

Molecular formula: C2H6AuOSTe4
Method: DFT, ωB97M-V/def2-TZVPD

Geometry as XYZ:
```
15
Properties=species:S:1:pos:R:3
Au -0.03 2.46 -1.26
Te 0.98 4.88 -1.53
Te -1.58 5.56 -0.77
Te -3.43 3.40 -1.10
Te -2.07 0.93 -0.99
C 1.28 -2.49 -0.37
S -0.25 -1.63 0.03
C 0.34 -0.74 1.49
O -1.19 -2.68 0.50
H 1.54 -3.13 0.48
H 2.07 -1.76 -0.57
H 1.08 -3.09 -1.25
H -0.38 -0.98 2.27
H 0.31 0.33 1.28
H 1.34 -1.06 1.79
```

As for the charge: -1. The HOMO energy is -3.4 eV. The calculation puts the total energy at -47921.9632 eV.